A molecular structure, C53H52N7P3S2V in a non-equilibrium geometry, computed with ωB97M-V with the def2-TZVPD basis set.

Each line ends with the Mulliken charge.
CARTESIAN COORDINATES (ANGSTROEM)
V  -0.14  0.55  -0.49  -1.4121
C  -2.01  3.12  -0.36  -1.2528
P  -0.80  2.44  0.83  2.3485
C  0.40  3.84  0.95  0.4237
C  1.53  3.85  0.13  0.8634
C  2.40  4.93  0.13  -0.9815
C  2.17  6.01  0.96  -0.6647
C  1.05  6.01  1.79  -0.7281
C  0.17  4.93  1.78  -0.8326
C  -1.55  2.46  2.49  0.5552
C  -2.80  3.00  2.74  -0.2190
C  -3.34  2.98  4.02  -0.8638
C  -2.62  2.42  5.06  -0.6103
C  -1.36  1.87  4.82  -0.5434
C  -0.83  1.89  3.54  -0.2864
C  -1.29  3.02  -1.68  -0.5316
C  -1.26  3.87  -2.76  -1.4206
C  -0.29  3.33  -3.67  -0.8143
C  0.22  2.20  -3.08  -0.6926
C  1.32  1.34  -3.57  -0.6298
P  2.94  1.70  -2.73  0.5350
C  3.81  2.64  -4.05  0.5948
C  4.86  2.17  -4.83  -0.3772
C  5.44  2.98  -5.79  -0.7662
C  4.97  4.27  -6.00  -0.5060
C  3.92  4.75  -5.24  -0.7253
C  3.35  3.94  -4.26  -0.5897
C  3.77  0.06  -2.78  0.4649
C  3.47  -0.94  -3.71  -0.2983
C  4.14  -2.16  -3.69  -0.7809
C  5.13  -2.40  -2.75  -0.5617
C  5.46  -1.41  -1.83  -0.5656
C  4.77  -0.20  -1.84  -0.5822
N  -0.39  1.98  -1.88  1.2686
H  -2.91  2.50  -0.33  0.4795
H  -2.29  4.16  -0.15  0.6483
H  1.70  3.03  -0.56  -0.5860
H  3.26  4.92  -0.53  0.5033
H  2.84  6.85  0.97  0.3835
H  0.86  6.85  2.45  0.4263
H  -0.68  4.94  2.45  0.4018
H  -3.38  3.43  1.93  0.3305
H  -4.32  3.40  4.20  0.4023
H  -3.04  2.39  6.06  0.3744
H  -0.81  1.40  5.63  0.4686
H  0.13  1.44  3.35  0.2008
H  -1.85  4.77  -2.88  0.4921
H  0.00  3.73  -4.63  0.5731
H  1.10  0.28  -3.42  0.1859
H  1.43  1.50  -4.65  0.8140
H  5.24  1.17  -4.68  0.3290
H  6.26  2.61  -6.39  0.3965
H  5.42  4.90  -6.76  0.3699
H  3.54  5.75  -5.39  0.4123
H  2.54  4.33  -3.65  0.3969
H  2.71  -0.77  -4.46  0.4463
H  3.89  -2.92  -4.41  0.4419
H  5.66  -3.34  -2.74  0.4123
H  6.23  -1.58  -1.09  0.3902
H  5.02  0.57  -1.11  0.3645
C  -0.23  -3.83  -2.00  -1.3492
N  1.01  -3.40  -1.35  0.5700
C  1.83  -4.43  -0.73  -1.3581
C  1.15  -2.09  -1.07  -1.3512
N  0.48  -1.13  -1.60  0.9868
N  2.13  -1.82  -0.10  0.7067
C  2.39  -0.62  0.52  -1.0769
N  3.31  -0.72  1.52  -0.4053
N  1.85  0.50  0.15  1.4543
H  -0.44  -4.86  -1.71  0.3832
H  -0.15  -3.79  -3.09  0.2531
H  -1.06  -3.21  -1.68  0.4625
H  1.55  -4.63  0.31  0.3573
H  2.89  -4.17  -0.79  0.3945
H  1.72  -5.35  -1.30  0.4198
H  -0.16  -1.47  -2.31  0.2331
H  2.43  -2.62  0.42  0.3471
H  3.41  -1.61  1.98  0.1902
H  3.34  0.07  2.15  0.2756
H  2.23  1.28  0.68  0.0471
N  -1.92  -0.05  -0.72  -0.1244
C  -2.87  -0.67  -0.91  0.4272
C  -4.03  -1.41  -1.34  0.2933
C  -4.57  -2.45  -0.59  -0.1567
C  -5.66  -3.16  -1.08  -0.8613
C  -6.22  -2.83  -2.31  -0.4593
C  -5.68  -1.78  -3.05  -0.5813
C  -4.59  -1.08  -2.58  -0.7806
H  -4.14  -2.68  0.38  0.4553
H  -6.07  -3.96  -0.49  0.4399
H  -7.07  -3.38  -2.68  0.3967
H  -6.12  -1.52  -4.01  0.3913
H  -4.16  -0.27  -3.16  0.5101
S  -3.61  -0.74  2.25  -0.4286
P  -2.01  -1.76  2.77  1.8678
S  -0.27  -1.46  1.78  -0.4067
C  -2.36  -3.55  2.63  -0.2380
C  -3.24  -4.17  3.53  -0.6311
C  -3.59  -5.50  3.36  -0.6716
C  -3.09  -6.23  2.29  -0.6269
C  -2.23  -5.62  1.39  -0.5809
C  -1.86  -4.29  1.57  0.7596
C  -1.67  -1.51  4.55  0.2429
C  -2.64  -0.97  5.37  -0.5472
C  -2.41  -0.80  6.73  -0.6291
C  -1.19  -1.18  7.28  -0.5234
C  -0.20  -1.72  6.46  -0.6186
C  -0.44  -1.89  5.10  -0.4929
H  -3.64  -3.60  4.36  0.3638
H  -4.27  -5.97  4.06  0.3978
H  -3.38  -7.26  2.15  0.3909
H  -1.83  -6.18  0.55  0.3775
H  -1.17  -3.80  0.89  -0.3109
H  -3.58  -0.65  4.93  0.3645
H  -3.17  -0.37  7.37  0.4268
H  -1.00  -1.04  8.34  0.3752
H  0.75  -2.01  6.88  0.3981
H  0.33  -2.30  4.46  0.3745

Values from the calculation:
net charge = 0
energy above the lowest of the compared OMol25 structures with the same formula, charge and spin = 0.000 eV
LUMO (spin up / spin down) = 0.02 / 0.02 eV
<S²> = 0.7785
frontier orbital gap (spin up / spin down) = 6.34 / 5.45 eV
spin multiplicity = 2
HOMO (spin up / spin down) = -6.33 / -5.44 eV

A molecular structure, C3H9NO3 in a non-equilibrium geometry, computed with ωB97M-V with the def2-TZVPD basis set.

Each line ends with the Mulliken charge.
CARTESIAN COORDINATES (ANGSTROEM)
C  0.85  -0.76  -0.53  0.3533
C  0.41  1.15  -0.99  -0.8577
C  -1.22  -0.51  1.57  -0.7078
N  -1.40  -0.55  0.12  -0.4320
O  -0.33  -1.38  -0.47  -0.2930
O  1.75  -1.31  -1.38  -0.4756
O  0.84  1.93  0.13  -0.4877
H  1.37  -2.13  -1.75  0.3320
H  0.07  2.13  0.67  0.3185
H  -0.92  0.47  -0.37  0.3670
H  1.32  -0.45  0.41  0.3095
H  1.24  1.20  -1.71  0.3575
H  -0.37  1.67  -1.57  0.3411
H  -2.08  0.03  1.97  0.3094
H  -0.31  0.02  1.90  0.2833
H  -1.22  -1.51  2.01  0.2822

Values from the calculation:
net charge = 0
energy above the lowest of the compared OMol25 structures with the same formula, charge and spin = 6.232 eV
LUMO = 0.83 eV
frontier orbital gap = 9.37 eV
HOMO = -8.54 eV

A single C5H12N2O molecule in a non-equilibrium geometry, computed with ωB97M-V with the def2-TZVPD basis set.

Each line ends with the Mulliken charge.
CARTESIAN COORDINATES (ANGSTROEM)
N  -2.96  1.24  -0.53  -0.5332
C  -2.12  0.60  0.48  -0.7977
C  -0.94  -0.18  0.00  0.5817
N  0.28  0.44  0.05  -0.2378
C  2.10  -0.83  -1.13  -1.3711
C  1.49  -0.40  0.21  0.5596
C  2.58  0.11  1.19  -1.1290
O  -0.96  -1.40  -0.17  -0.6277
H  -3.36  0.59  -1.19  0.2425
H  -2.41  1.95  -0.99  0.2504
H  -1.77  1.34  1.24  0.3206
H  -2.78  0.15  1.24  0.3150
H  0.28  1.44  -0.07  0.2570
H  2.83  -0.10  -1.53  0.3703
H  1.32  -0.85  -1.88  0.3560
H  2.69  -1.76  -1.06  0.3134
H  1.09  -1.35  0.61  0.2047
H  3.44  0.32  0.55  0.3167
H  2.31  1.12  1.54  0.3308
H  2.83  -0.61  1.96  0.2778

Values from the calculation:
net charge = 0
energy above the lowest of the compared OMol25 structures with the same formula, charge and spin = 1.671 eV
LUMO = 0.80 eV
SMILES = CC(C)NC(=O)CN
frontier orbital gap = 10.08 eV
HOMO = -9.28 eV

A molecular structure, C74H162B4ClF16N8O6 in a non-equilibrium geometry, computed with ωB97M-V with the def2-TZVPD basis set.

Each line ends with the Mulliken charge.
CARTESIAN COORDINATES (ANGSTROEM)
C  21.73  -2.11  -14.53  -1.6957
C  23.14  -1.81  -14.98  0.8469
C  23.98  -1.75  -13.68  -0.7447
N  25.51  -1.55  -13.96  0.3287
C  25.97  -2.87  -14.68  -0.4472
C  27.43  -2.79  -15.00  0.3986
C  28.27  -2.51  -13.71  -1.2142
C  27.76  -1.35  -12.76  -0.3850
C  26.19  -1.37  -12.54  -0.6261
C  25.75  -0.26  -14.77  0.0410
H  21.08  -2.20  -15.40  0.3752
H  21.24  -1.48  -13.78  0.3612
H  21.76  -3.12  -14.11  0.4077
H  23.12  -0.90  -15.60  0.0694
H  23.42  -2.57  -15.71  -0.0458
H  23.97  -2.65  -13.07  0.5354
H  23.67  -0.93  -13.03  0.1156
H  25.69  -3.68  -14.01  0.4188
H  25.46  -2.85  -15.65  0.0983
H  27.80  -3.63  -15.58  0.6111
H  27.60  -1.98  -15.70  -0.6065
H  28.40  -3.47  -13.21  0.4946
H  29.34  -2.35  -13.86  0.4434
H  28.24  -1.43  -11.78  0.5093
H  28.05  -0.37  -13.14  0.0725
H  25.83  -2.20  -11.94  0.4884
H  25.84  -0.44  -12.09  0.3724
H  25.13  0.48  -14.28  0.0958
H  25.67  -0.48  -15.84  -0.1611
H  26.79  0.09  -14.73  -0.0989
C  11.71  3.35  -14.98  -1.4346
C  12.28  3.82  -16.33  -0.1082
C  12.40  5.42  -16.22  -0.7465
N  12.82  6.09  -17.55  0.1615
C  13.24  7.50  -17.21  -0.5116
C  13.78  8.30  -18.44  -0.8100
C  14.98  7.51  -19.02  -0.2679
C  14.62  6.02  -19.42  -0.2795
C  14.04  5.29  -18.19  -0.7279
C  11.55  6.00  -18.49  -1.0289
H  11.47  2.29  -15.07  0.3941
H  10.86  3.96  -14.69  0.3886
H  12.41  3.38  -14.14  0.2585
H  11.61  3.51  -17.13  0.4401
H  13.16  3.18  -16.38  0.2466
H  13.07  5.63  -15.38  0.1270
H  11.45  5.89  -15.99  0.6702
H  13.84  7.42  -16.30  0.3371
H  12.35  8.07  -16.96  0.3560
H  14.25  9.22  -18.09  0.4480
H  12.95  8.61  -19.08  0.3495
H  15.82  7.46  -18.33  0.0178
H  15.24  8.13  -19.88  0.4547
H  15.50  5.44  -19.66  -0.0680
H  13.92  5.99  -20.25  0.4093
H  14.79  5.12  -17.42  0.1403
H  13.61  4.32  -18.45  0.5869
H  11.69  6.64  -19.37  0.4321
H  10.68  6.41  -17.98  0.3697
H  11.35  5.00  -18.88  0.3663
C  18.09  4.90  -17.04  0.0382
C  19.20  3.88  -17.08  0.1671
C  20.46  4.51  -17.77  1.5224
N  21.81  3.62  -17.65  0.9517
C  22.96  4.43  -18.25  -0.1679
C  24.33  3.83  -17.90  0.6869
C  24.49  3.47  -16.45  0.3935
C  23.36  2.63  -15.88  -0.3013
C  21.98  3.10  -16.23  0.2298
C  21.68  2.44  -18.55  0.3297
H  17.13  4.41  -17.20  0.3841
H  18.15  5.58  -17.89  0.0502
H  18.17  5.50  -16.14  -1.0215
H  18.83  2.98  -17.56  -0.3105
H  19.26  3.64  -16.02  0.2819
H  20.75  5.31  -17.08  -0.6014
H  20.35  4.80  -18.81  -0.3842
H  22.93  5.35  -17.66  -0.3030
H  22.76  4.63  -19.30  0.4999
H  25.02  4.62  -18.20  -0.3650
H  24.57  3.04  -18.62  -0.5950
H  24.38  4.47  -16.04  -0.7243
H  25.49  3.10  -16.20  0.2975
H  23.41  2.67  -14.79  0.2861
H  23.57  1.63  -16.25  -0.3138
H  21.90  4.06  -15.73  -0.4299
H  21.14  2.43  -16.05  0.5609
H  22.52  1.75  -18.45  0.1072
H  21.57  2.77  -19.59  -0.2994
H  20.84  1.78  -18.32  -0.1691
C  18.03  9.44  -16.05  -1.3307
C  18.12  8.54  -14.82  1.2019
C  19.51  8.60  -14.10  -0.7857
N  19.90  7.39  -13.15  0.5037
C  21.25  7.75  -12.40  -0.3646
C  21.78  6.61  -11.59  -0.9400
C  21.88  5.28  -12.36  -0.2666
C  20.64  4.95  -13.15  -0.3898
C  20.08  6.10  -13.96  1.2947
C  18.69  7.32  -12.13  -0.9516
H  18.66  8.92  -16.77  0.2258
H  18.41  10.45  -15.92  0.3397
H  17.03  9.56  -16.47  0.2397
H  17.96  7.50  -15.11  -0.8958
H  17.26  8.61  -14.15  0.4587
H  19.48  9.53  -13.54  0.6781
H  20.35  8.68  -14.79  0.0933
H  21.92  8.00  -13.22  0.1384
H  21.06  8.65  -11.81  0.4314
H  22.75  6.94  -11.22  0.5385
H  21.01  6.53  -10.82  0.2842
H  22.79  5.36  -12.95  -0.0665
H  22.23  4.53  -11.64  0.4074
H  20.89  4.09  -13.77  0.1701
H  19.82  4.69  -12.48  0.4288
H  20.61  6.48  -14.83  -0.3000
H  19.10  5.81  -14.32  -0.9535
H  18.42  8.31  -11.77  0.3810
H  18.82  6.60  -11.31  0.3639
H  17.87  6.76  -12.58  0.2234
C  21.53  6.96  -23.30  -0.9682
C  22.76  7.89  -23.24  -0.4950
C  22.98  8.40  -21.75  -0.0994
N  24.27  9.30  -21.65  0.0933
C  25.58  8.70  -22.28  -0.9560
C  25.93  7.39  -21.54  -0.3255
C  26.19  7.69  -20.07  -0.3014
C  25.01  8.40  -19.37  1.1488
C  24.48  9.61  -20.15  -1.4157
C  23.85  10.68  -22.27  -0.9910
H  21.51  6.46  -24.26  0.4784
H  20.56  7.43  -23.10  0.3739
H  21.56  6.17  -22.55  -0.1362
H  22.85  8.58  -24.08  0.3658
H  23.60  7.19  -23.31  0.2225
H  23.08  7.48  -21.18  -0.3770
H  22.14  9.00  -21.38  0.6876
H  25.65  8.73  -23.37  0.3807
H  26.29  9.50  -22.09  0.6228
H  25.26  6.53  -21.59  -0.1092
H  26.78  7.05  -22.13  0.5871
H  26.38  6.78  -19.51  -0.1905
H  27.06  8.30  -19.82  0.3942
H  24.22  7.67  -19.23  -0.8674
H  25.38  8.62  -18.37  0.6948
H  23.58  10.13  -19.80  0.5388
H  25.17  10.46  -20.13  0.4390
H  24.77  11.25  -22.19  0.4597
H  22.96  11.01  -21.74  0.4199
H  23.65  10.62  -23.34  0.3284
C  33.98  4.74  -15.66  -1.6231
C  32.52  4.66  -15.97  0.1392
C  31.67  5.81  -15.51  -0.6475
N  30.18  5.65  -15.73  0.3404
C  29.48  7.04  -15.53  -0.9715
C  27.93  7.00  -15.93  -1.1038
C  27.67  6.24  -17.29  1.1878
C  28.46  4.93  -17.50  0.4299
C  29.95  5.13  -17.18  -1.3680
C  29.63  4.65  -14.71  -0.9027
H  34.54  3.97  -16.19  0.3936
H  34.18  4.56  -14.61  0.3744
H  34.40  5.73  -15.82  0.3675
H  32.20  3.70  -15.58  0.1425
H  32.43  4.63  -17.06  0.2790
H  31.97  6.65  -16.14  0.3720
H  31.80  6.08  -14.46  0.4516
H  30.07  7.79  -16.06  0.4499
H  29.73  7.27  -14.50  0.5158
H  27.66  8.05  -16.04  0.6017
H  27.29  6.61  -15.13  0.3623
H  27.84  6.99  -18.07  -0.2430
H  26.61  6.02  -17.36  -0.4505
H  28.43  4.70  -18.56  0.3152
H  27.96  4.10  -16.99  -0.5177
H  30.34  5.78  -17.96  0.3800
H  30.36  4.12  -17.16  0.6641
H  29.91  4.93  -13.70  0.3115
H  30.01  3.67  -14.98  0.3436
H  28.55  4.65  -14.88  0.3354
C  27.33  1.84  -20.55  -1.2312
C  26.99  0.62  -19.77  1.2093
C  26.39  -0.47  -20.68  -1.4089
N  26.11  -1.79  -19.93  0.6035
C  25.72  -2.91  -20.99  -0.8540
C  25.65  -4.34  -20.46  -0.6463
C  27.04  -4.67  -19.86  -1.0517
C  27.27  -3.71  -18.67  -0.2836
C  27.32  -2.24  -19.03  -0.4935
C  24.88  -1.56  -18.97  -0.9064
H  27.94  1.64  -21.43  0.4981
H  27.90  2.52  -19.92  0.1281
H  26.49  2.42  -20.92  0.1017
H  26.41  1.00  -18.93  -0.3106
H  27.93  0.22  -19.37  0.1599
H  27.05  -0.76  -21.50  0.3336
H  25.44  -0.11  -21.08  0.6330
H  26.41  -2.93  -21.84  0.5014
H  24.82  -2.54  -21.49  0.5256
H  25.41  -5.08  -21.23  0.3869
H  24.84  -4.41  -19.73  0.3068
H  27.75  -4.61  -20.69  0.3589
H  27.02  -5.67  -19.43  0.4282
H  28.23  -3.97  -18.24  0.5121
H  26.49  -3.85  -17.92  -0.0431
H  28.20  -2.03  -19.63  0.4932
H  27.35  -1.60  -18.15  0.1229
H  24.40  -2.49  -18.68  0.4985
H  24.27  -0.90  -19.59  0.3123
H  25.15  -1.04  -18.05  0.0477
C  18.88  5.52  -21.46  -0.5604
C  18.79  4.24  -22.36  -0.0647
C  18.87  2.88  -21.68  0.0652
N  18.63  1.56  -22.52  0.1701
C  17.26  1.61  -23.21  -0.7833
C  16.11  1.58  -22.15  -0.3879
C  16.21  0.32  -21.19  -0.9270
C  17.54  0.07  -20.62  0.2246
C  18.77  0.24  -21.60  -0.6816
C  19.81  1.49  -23.53  -0.9213
H  19.84  5.55  -20.95  -0.2348
H  18.10  5.52  -20.69  0.0309
H  18.78  6.46  -22.01  0.4482
H  19.56  4.34  -23.12  0.0964
H  17.77  4.37  -22.71  0.1148
H  18.29  2.91  -20.76  0.6014
H  19.90  2.76  -21.33  -0.4521
H  17.14  2.39  -23.97  0.3899
H  17.27  0.69  -23.79  0.5364
H  16.17  2.54  -21.63  -0.0215
H  15.12  1.64  -22.59  0.5380
H  15.34  0.37  -20.55  0.4205
H  15.99  -0.44  -21.93  0.2706
H  17.73  0.75  -19.78  -0.2326
H  17.66  -0.92  -20.16  0.5215
H  19.73  0.29  -21.09  0.3005
H  18.83  -0.60  -22.29  0.4684
H  19.75  2.31  -24.25  0.3712
H  19.61  0.57  -24.07  0.4936
H  20.72  1.43  -22.93  0.2695
Cl  23.12  1.53  -12.15  -0.0425
B  23.49  2.62  -22.04  0.1101
F  23.97  2.02  -23.16  -0.3093
F  24.53  3.41  -21.62  -0.3097
F  22.32  3.34  -22.36  -0.1832
F  23.13  1.71  -21.04  -0.1602
B  19.14  -0.34  -17.10  0.1764
F  17.87  -0.34  -17.74  -0.4059
F  20.10  -0.31  -18.04  -0.2386
F  19.08  0.79  -16.26  -0.2751
F  19.24  -1.42  -16.31  -0.2415
B  29.03  1.02  -16.11  -0.1343
F  29.29  -0.29  -16.58  -0.3706
F  27.76  1.31  -16.53  0.1531
F  29.25  1.02  -14.76  -0.3458
F  29.93  1.89  -16.73  -0.2236
B  15.58  4.96  -13.87  0.3993
F  15.40  6.20  -14.43  -0.3573
F  15.07  4.13  -14.89  -0.3912
F  16.93  4.66  -13.70  -0.1758
F  14.87  4.91  -12.70  -0.3228
O  20.99  8.55  -17.05  -0.2631
C  21.29  8.41  -18.38  -0.0360
O  21.76  7.36  -18.77  0.0901
O  21.23  9.39  -19.09  -0.8147
H  21.53  7.76  -17.04  -0.1185
O  24.66  8.40  -15.82  -0.6367
C  24.18  7.50  -15.01  0.2683
O  23.10  6.99  -15.42  -0.3027
O  24.73  7.21  -13.93  -0.8572
H  23.87  8.08  -16.26  0.4008

Values from the calculation:
net charge = +2
LUMO (spin up / spin down) = -2.92 / -7.68 eV
<S²> = 0.7523
frontier orbital gap (spin up / spin down) = 7.54 / 2.78 eV
spin multiplicity = 2
HOMO (spin up / spin down) = -10.46 / -10.46 eV